*a*
The following is a DFT calculation (the ωB97M-V functional and the def2-TZVPD basis) of a 4-piece molecular cluster, C4H14O3 overall.

**Orbital gap**: 10.01 eV
**SMILES string**: C=C(C)C.O.O.O
**Total charge**: 0

Each line ends with the Löwdin charge.
Geometry (Å):
O -2.196 -1.027 -1.967  -0.056
O -0.492 2.446 -2.190  -0.051
O -2.194 -0.604 1.237  -0.061
C 1.193 -0.389 0.589  -0.419
C 0.872 -0.071 -0.825  -0.068
C 1.216 -1.637 1.078  0.019
C 1.631 0.761 1.452  -0.073
H 1.539 -0.553 -1.560  0.101
H 1.077 0.987 -0.986  0.060
H 2.304 0.365 2.243  0.084
H -0.147 -0.234 -1.158  0.043
H -2.698 -1.831 -1.819  0.041
H -2.228 -0.680 -1.072  -0.008
H 0.810 1.212 1.987  0.070
H -1.269 -0.906 1.222  0.011
H -2.116 -0.072 2.043  0.048
H 1.678 -1.896 2.028  0.062
H -0.983 3.247 -1.934  0.051
H 2.174 1.612 1.071  0.073
H -1.105 1.771 -1.928  0.008
H 0.934 -2.501 0.490  0.065



*b*
The following is a DFT calculation (the ωB97M-V functional and the def2-TZVPD basis) of a 3-piece molecular cluster, C4H14O3 overall.

**Orbital gap**: 10.84 eV
**SMILES string**: CCCCO.O.O
**Total charge**: 0

Each line ends with the Löwdin charge.
Geometry (Å):
O -0.842 2.073 2.243  -0.051
O 0.178 3.115 -0.187  -0.067
O -1.984 -3.027 0.469  -0.125
C 0.555 -0.190 -0.621  -0.295
C 2.024 -0.118 -0.992  -0.129
C -1.577 -1.628 -0.053  -0.160
C -0.043 -1.588 -0.382  -0.203
H 2.591 -0.635 -0.160  0.087
H -1.761 -0.822 0.737  0.125
H 0.508 3.609 0.568  0.046
H 0.377 -2.152 0.346  0.059
H -1.699 2.471 2.224  0.026
H 1.065 2.856 -0.546  0.064
H 0.382 0.337 0.309  0.082
H -1.999 -3.046 1.426  0.052
H 2.338 -0.653 -1.969  0.101
H -2.263 -1.576 -0.908  0.107
H -0.585 2.048 1.324  -0.030
H 0.253 -2.234 -1.320  0.148
H 2.430 0.906 -1.026  0.053
H 0.052 0.253 -1.482  0.111



Most stable = *a*



*a*
The following is a DFT calculation (the ωB97M-V functional and the def2-TZVPD basis) of C14H10CaClF3N4O12S2 as an isolated structure.

**Orbital gap**: 6.43 eV
**Total charge**: -2

Each line ends with the Löwdin charge.
Geometry (Å):
Ca -0.643 -1.174 -0.379  1.447
Cl -1.515 -3.259 -2.104  0.637
S -4.176 -0.534 0.085  0.476
S -1.765 2.765 -3.541  0.538
F -3.863 -0.802 2.707  0.131
F -4.405 1.197 2.075  0.108
F -5.891 -0.381 2.075  0.106
O -0.172 -3.418 -2.581  -0.336
O 3.723 -2.882 2.064  0.054
O -2.404 -4.211 -2.665  -0.299
O -1.927 -1.888 -2.382  -0.417
O 4.086 -0.647 3.935  0.068
O 2.005 1.359 3.308  0.027
O -2.759 -0.177 0.018  -0.436
O -5.024 0.366 -0.660  -0.306
O -4.427 -1.942 0.005  -0.273
O 1.177 -2.379 0.587  -0.108
O 0.083 0.073 1.470  -0.152
O -1.490 -3.370 -0.641  -0.440
N 1.695 -0.364 -1.589  0.087
N -0.110 1.523 -1.326  0.059
N -3.395 2.775 -1.437  0.081
N -1.210 2.297 -0.987  -0.040
C 2.948 -1.952 2.227  -0.314
C 0.951 1.722 -0.644  -0.273
C 1.151 -0.439 1.954  -0.339
C 2.038 0.726 -0.890  -0.227
C 4.245 -0.122 -0.535  -0.052
C 3.308 0.882 -0.345  -0.008
C 3.162 -0.782 3.155  -0.295
C 1.687 -1.688 1.513  -0.335
C 3.893 -1.239 -1.268  -0.046
C -4.595 -0.112 1.830  -0.659
C 1.152 2.811 0.359  -0.009
C 2.065 0.205 2.884  -0.325
C -2.141 2.573 -1.939  -0.950
C 2.601 -1.314 -1.771  -0.120
H -4.088 2.816 -2.168  0.074
H 1.063 2.401 1.370  0.078
H -1.515 2.191 -0.026  0.145
H 2.261 -2.197 -2.300  0.109
H 4.571 -2.071 -1.397  0.107
H 5.223 -0.049 -0.076  0.112
H 2.144 3.251 0.261  0.076
H -3.672 2.121 -0.713  0.052
H 0.413 3.597 0.213  0.078
H 3.545 1.739 0.267  0.108



*b*
The following is a DFT calculation (the ωB97M-V functional and the def2-TZVPD basis) of C14H10CaClF3N4O12S2 as an isolated structure.

**Orbital gap**: 6.43 eV
**Total charge**: -2

Each line ends with the Löwdin charge.
Geometry (Å):
Ca -0.908 -0.634 -1.190  1.364
Cl -3.047 -0.670 -2.762  0.614
S 0.470 1.274 -4.234  0.619
S 1.708 -1.904 -0.765  0.545
F 2.823 -2.891 -3.129  0.070
F 2.457 -4.409 -1.637  0.090
F 4.116 -3.045 -1.406  0.072
O -2.062 -1.705 0.216  -0.135
O -3.550 -0.382 -4.073  -0.328
O 1.192 -0.459 3.386  0.052
O -3.073 -2.496 2.938  0.072
O 1.339 -2.853 0.242  -0.245
O -2.389 0.507 -2.243  -0.487
O 0.406 -0.454 0.498  -0.268
O -4.124 -1.025 -1.901  -0.310
O 2.743 -0.900 -0.562  -0.320
O -2.081 -1.733 -2.840  -0.399
O 0.772 -1.581 -1.851  -0.471
O -1.239 -1.236 4.852  0.075
N 0.456 1.695 -1.157  0.070
N 1.630 1.561 -1.854  -0.031
N -1.711 1.551 0.388  0.112
N 2.873 0.480 -3.426  0.086
C -1.493 -1.586 1.340  -0.319
C -0.506 2.331 2.286  -0.011
C -0.604 2.076 0.919  -0.225
C -1.045 -1.371 3.660  -0.292
C 0.157 -0.896 2.897  -0.315
C 2.817 -3.121 -1.788  -0.598
C -0.224 -0.964 1.500  -0.306
C 1.664 1.033 -3.124  -0.949
C 0.566 2.186 0.019  -0.264
C -2.690 1.400 2.559  -0.049
C -2.720 1.225 1.179  -0.110
C 1.870 2.688 0.570  -0.017
C -1.562 1.974 3.112  -0.058
C -2.027 -1.933 2.667  -0.300
H 2.403 1.848 1.029  0.108
H 2.416 1.270 -1.278  0.109
H 3.296 -0.011 -2.643  0.076
H -3.581 0.786 0.686  0.124
H 2.481 3.109 -0.228  0.077
H 2.854 -0.068 -4.270  0.080
H -3.500 1.051 3.185  0.112
H 0.396 2.725 2.729  0.103
H 1.709 3.455 1.323  0.068
H -1.477 2.105 4.183  0.112



Most stable = *a*